i | {
  "formula": "CH7N3O",
  "method": "ωB97M-V/def2-TZVPD",
  "lumo_ev": 1.05,
  "smiles": "NN(N)CO",
  "orbital_gap_ev": 9.905,
  "e_homo_ev": -8.9,
  "charge": 0,
  "mol_weight_g_mol": 77.1,
  "species": ["N", "N", "N", "C", "O", "H", "H", "H", "H", "H", "H", "H"],
  "coordinates": [[0.55754, 0.42263, 1.34449], [0.57146, 0.11978, 0.03670], [0.34427, -1.54477, -0.36671], [-0.69043, 0.19477, -0.59406], [-0.73336, 1.83978, -0.78462], [1.47800, 0.45837, 1.76006], [-0.30948, 0.29858, 1.86642], [0.09465, -2.00192, 0.51029], [1.29207, -1.79993, -0.63026], [-0.80623, -0.15937, -1.61341], [-1.55740, 0.11097, 0.05454], [-0.24112, 2.06110, -1.58344]],
  "mulliken_charge": [-0.327, -0.127, -0.617, -0.138, -0.597, 0.228, 0.203, 0.256, 0.246, 0.289, 0.307, 0.277]
}

---

ii | {
  "formula": "CH7N3O",
  "method": "ωB97M-V/def2-TZVPD",
  "lumo_ev": 0.80,
  "smiles": "N=C(N)N.O",
  "orbital_gap_ev": 9.628,
  "e_homo_ev": -8.8,
  "charge": 0,
  "mol_weight_g_mol": 77.1,
  "species": ["N", "C", "N", "N", "H", "H", "H", "H", "H", "O", "H", "H"],
  "coordinates": [[0.55592, -0.46522, 0.82071], [0.34557, -0.33500, -0.48594], [1.33694, -0.40178, -1.47819], [-1.00405, -0.53824, -1.02111], [1.33271, -0.50744, 1.37053], [2.37214, -0.41720, -1.19329], [1.16764, -0.30846, -2.43046], [-1.05000, -1.04205, -1.92548], [-1.72715, -0.95348, -0.38134], [-1.15271, 1.43918, 2.54082], [-1.77374, 1.58859, 1.89333], [-0.40329, 1.94110, 2.29043]],
  "mulliken_charge": [-0.589, 0.550, -0.417, -0.541, 0.158, 0.221, 0.171, 0.222, 0.255, -0.613, 0.286, 0.298]
}

---

Winner for stability: ii

---

i | {
  "formula": "C5H10NO",
  "method": "ωB97M-V/def2-TZVPD",
  "lumo_ev": [1.03, -1.38],
  "orbital_gap_ev": [9.961, 7.539],
  "e_homo_ev": [-8.9, -8.9],
  "charge": 0,
  "spin_multiplicity": 2,
  "mol_weight_g_mol": 100.1,
  "s_squared": 0.754,
  "species": ["N", "C", "C", "C", "C", "C", "O", "H", "H", "H", "H", "H", "H", "H", "H", "H", "H"],
  "coordinates": [[0.22869, 1.02648, -1.01641], [-1.00780, 0.55546, -1.60429], [-1.54766, -0.42378, -0.56455], [-0.21108, -1.20884, -0.28214], [0.68826, 0.02906, -0.05104], [0.77564, 0.50642, 1.41390], [1.16571, -0.49195, 2.23412], [0.87334, 1.27745, -1.74411], [-0.85898, -0.06032, -2.50898], [-1.75611, 1.29026, -1.91174], [-2.41848, -1.04945, -0.76365], [-1.84531, 0.06571, 0.36611], [0.09430, -1.71161, -1.19133], [-0.26050, -1.82346, 0.61006], [1.70123, -0.25606, -0.37239], [-0.28600, 0.72642, 1.64011], [1.42396, 1.38546, 1.47994]],
  "mulliken_charge": [-0.424, -0.502, -0.677, -0.699, 0.059, -0.436, -0.352, 0.287, 0.268, 0.359, 0.369, 0.246, 0.327, 0.322, 0.354, 0.178, 0.321]
}

---

ii | {
  "formula": "C5H10NO",
  "method": "ωB97M-V/def2-TZVPD",
  "lumo_ev": [1.09, -0.20],
  "orbital_gap_ev": [8.713, 10.118],
  "e_homo_ev": [-7.6, -10.3],
  "charge": 0,
  "spin_multiplicity": 2,
  "mol_weight_g_mol": 100.1,
  "s_squared": 0.784,
  "species": ["C", "C", "C", "C", "N", "C", "O", "H", "H", "H", "H", "H", "H", "H", "H", "H", "H"],
  "coordinates": [[-0.38259, -0.95383, -0.27948], [1.05671, -0.89436, -0.62901], [1.92996, 0.07465, -0.15555], [3.27624, 0.13327, -0.40710], [-0.79703, -0.23403, 0.93700], [-2.06297, 0.39714, 0.79693], [-2.73498, 0.53213, -0.18146], [-0.72308, -1.96590, -0.18641], [-1.01542, -0.66524, -1.13432], [1.36876, -1.48568, -1.48120], [1.49766, 0.72282, 0.60840], [-0.49788, 2.81972, -0.18582], [3.86688, 0.93529, 0.00604], [3.83060, -0.64047, -0.91139], [-0.75127, 2.58834, 0.47131], [-2.51853, 0.71906, 1.74964], [-0.73365, 0.79605, 0.53217]],
  "mulliken_charge": [-0.373, -0.424, 0.149, -0.998, -0.376, 0.162, -0.446, 0.451, 0.297, 0.350, 0.283, 0.123, 0.288, 0.292, -0.080, 0.456, -0.155]
}

---

Winner for stability: i